Entry 1:
Formula: C22H19NO
Source: the Open Molecules 2025 dataset
Level of theory: wB97M-V/def2-TZVPD

HOMO level: -0.3239 Eh
E: -26659.214 eV
LUMO energy: 0.6 eV
energy relative to the best compared isomer or geometry (same formula, charge and spin): 0.0 kJ/mol
strongest force on any atom: 2.6 eV/Å
SMILES: Cc1ccc(C(Oc2ccc(C#N)cc2)c2ccc(C)cc2)cc1

Geometry as ORCA input:
```
! wB97M-V def2-TZVPD RIJCOSX def2/J DEFGRID3
* xyz 0 1
O -0.60324 0.69976 0.72310
C 0.12267 1.07836 1.83194
C -0.09921 2.40710 2.21741
C 0.57660 2.95404 3.30603
C 1.50544 2.19941 4.02617
C 2.25403 2.80675 5.10373
N 2.85246 3.32323 5.96938
C 1.68823 0.85924 3.66323
C 0.97700 0.28141 2.61300
H -0.80616 3.02212 1.67264
H 0.39657 3.99706 3.58899
H 2.42273 0.28352 4.22138
H 1.12747 -0.77386 2.45653
C -5.65670 -1.22697 -2.53118
C -4.29089 -1.09120 -1.91555
C -4.04978 -1.55343 -0.62164
C -2.82282 -1.34295 -0.00395
C -1.76396 -0.75630 -0.70693
C -0.47973 -0.56420 0.09481
C 0.85681 -0.59038 -0.60115
C 1.87381 -1.22170 0.11614
C 3.18977 -1.10137 -0.28569
C 3.49321 -0.42704 -1.47042
C 4.92789 -0.25048 -1.86304
C 2.45342 0.02039 -2.28466
C 1.14341 0.04402 -1.81277
C -1.97882 -0.36305 -2.03604
C -3.22011 -0.56315 -2.63250
H -5.68338 -0.83402 -3.55305
H -5.96021 -2.28059 -2.58135
H -6.44094 -0.70925 -1.95779
H -4.84051 -2.08473 -0.10366
H -2.66686 -1.61935 1.04771
H -0.48476 -1.38359 0.83073
H 1.59131 -1.79329 1.00752
H 3.98586 -1.54280 0.30507
H 5.01559 0.17149 -2.86572
H 5.47450 0.40198 -1.17040
H 5.43928 -1.21728 -1.85311
H 2.66700 0.37886 -3.29160
H 0.36390 0.54985 -2.36923
H -1.19674 0.12047 -2.60432
H -3.35416 -0.30809 -3.67977
*
```

=====

Entry 2:
Formula: C22H20AlClN
Source: the Open Molecules 2025 dataset
Level of theory: wB97M-V/def2-TZVPD

HOMO level: -0.1408 Eh
E: -43750.881 eV
LUMO energy: 3.1 eV
energy relative to the best compared isomer or geometry (same formula, charge and spin): 0.0 kJ/mol
strongest force on any atom: 2.3 eV/Å

Geometry as ORCA input:
```
! wB97M-V def2-TZVPD RIJCOSX def2/J DEFGRID3
* xyz -1 1
C -1.87671 1.67445 1.94847
C -2.92062 2.00810 1.01031
C -2.31174 2.65663 -0.11994
H -3.98990 1.82960 1.16140
C -0.88614 2.69368 0.10012
C -0.61999 2.09860 1.38033
H 0.36306 1.97543 1.84864
H -2.00390 1.16965 2.90936
H -2.83893 3.10501 -0.96930
H -0.13989 3.14356 -0.56257
Al -1.50266 0.32026 0.02514
Cl -2.16406 -1.20657 1.42460
C -1.72213 -1.29494 -1.67474
C -1.06633 -0.22163 -2.36688
C -1.99798 0.88142 -2.47674
H -0.03645 -0.23264 -2.73801
C -3.23287 0.47728 -1.87007
C -3.07860 -0.87323 -1.38315
H -3.83635 -1.47230 -0.86940
H -1.28675 -2.26702 -1.42779
H -1.78075 1.84779 -2.94321
H -4.14702 1.07047 -1.78942
C 3.98013 1.18682 -1.79275
C 2.72636 1.71423 -2.13533
C 1.56599 1.25905 -1.51124
C 1.58039 0.23185 -0.49554
C 2.86626 -0.26416 -0.18418
C 4.03335 0.19460 -0.81310
N 0.47614 -0.22593 0.13114
C 0.63003 -1.28580 1.03795
C 0.77999 -2.62563 0.59098
C 0.98466 -3.67547 1.48574
C 1.05507 -3.43204 2.85787
C 0.92144 -2.12527 3.33644
C 0.71813 -1.06898 2.45598
H 4.88833 1.54501 -2.28342
H 2.66599 2.49346 -2.90832
H 0.61092 1.70606 -1.84603
H 2.98297 -1.04096 0.57448
H 5.00716 -0.23029 -0.53299
H 0.72647 -2.81410 -0.48850
H 1.09347 -4.69591 1.10338
H 1.21494 -4.25806 3.55678
H 0.97443 -1.92672 4.41204
H 0.59407 -0.04536 2.83148
*
```

=====

Entry 3:
Formula: C22H20BMnN7
Source: the Open Molecules 2025 dataset
Level of theory: wB97M-V/def2-TZVPD

HOMO level (alpha / beta): -0.2565 / -0.2783 Eh
E: -65568.749 eV
LUMO energy (alpha / beta): 0.7 / 0.6 eV
strongest force on any atom: 1.3 eV/Å

Geometry as ORCA input:
```
! wB97M-V def2-TZVPD RIJCOSX def2/J DEFGRID3
* xyz 0 6
Mn 0.06446 0.06591 0.23354
C 2.48086 1.11314 -3.29649
C 2.13644 1.42861 -1.98383
N 1.20973 0.59031 -1.53719
N 0.93782 -0.27085 -2.53497
C 1.69198 0.02523 -3.60351
B -0.06054 -1.43920 -2.43470
N 0.41531 -2.40365 -1.33256
C 0.54752 -3.73183 -1.43927
C 1.08389 -4.21336 -0.26393
C 1.25228 -3.07896 0.52506
N 0.83330 -1.99538 -0.12381
N -1.45342 -0.89741 -2.05335
C -2.59113 -1.00433 -2.74977
C -3.57789 -0.30049 -2.08694
C -2.93951 0.21504 -0.96190
N -1.66240 -0.15829 -0.95250
H 3.19794 1.60236 -3.92280
H 2.50920 2.21167 -1.35059
H 1.62638 -0.54824 -4.50660
H -0.12494 -2.01246 -3.46784
H 0.24590 -4.24176 -2.33104
H 1.32072 -5.22616 -0.01105
H 1.67880 -3.00693 1.50794
H -2.62877 -1.57308 -3.65679
H -4.60008 -0.17242 -2.37630
H -3.32350 0.83605 -0.17306
N -0.10882 1.01889 1.87321
C -0.60760 0.87037 3.02626
C -0.40945 1.82914 4.12887
C -0.21154 1.36384 5.42726
C 0.06152 2.24671 6.45416
C 0.11585 3.60832 6.21126
C -0.07607 4.07863 4.92277
C -0.31447 3.19808 3.88393
C -1.38825 -0.37913 3.26686
C -2.62966 -0.42847 3.89278
C -3.36317 -1.60588 3.89209
C -2.88161 -2.74114 3.26145
C -1.62669 -2.71300 2.67185
C -0.88999 -1.54468 2.67870
H -0.25554 0.30285 5.62220
H 0.22779 1.86909 7.45043
H 0.29940 4.29715 7.02299
H -0.03660 5.14052 4.73008
H -0.44671 3.56623 2.87738
H -3.03242 0.45407 4.36864
H -4.32247 -1.64249 4.39028
H -3.48228 -3.64026 3.23380
H -1.22519 -3.60492 2.21255
H 0.12581 -1.51475 2.28623
*
```

=====

Entry 4:
Formula: C22H20BN5O2PdS2Se
Source: the Open Molecules 2025 dataset
Level of theory: wB97M-V/def2-TZVPD

HOMO level: -0.5109 Eh
E: -125846.709 eV
LUMO energy: -6.5 eV
energy relative to the best compared isomer or geometry (same formula, charge and spin): 0.0 kJ/mol
strongest force on any atom: 0.1 eV/Å

Geometry as ORCA input:
```
! wB97M-V def2-TZVPD RIJCOSX def2/J DEFGRID3
* xyz 2 1
Pd -0.37256 0.51389 -0.06372
C 3.22522 -3.62389 -1.22482
S 1.43924 -3.54495 -1.45011
C 1.08116 -1.96052 -0.89165
S -0.62283 -1.51994 -1.01604
N 2.00872 -1.16339 -0.47048
N 1.51600 0.05151 -0.07165
C 2.32467 0.95154 0.35141
C 1.75474 2.23510 0.75747
C 2.52578 3.29168 1.19606
C 1.89287 4.48111 1.54439
C 0.51841 4.56829 1.43692
C -0.19212 3.46214 0.98741
N 0.40538 2.32318 0.66001
H 3.51362 -4.61746 -1.56120
H 3.48030 -3.49666 -0.17686
H 3.71371 -2.86941 -1.83442
H 3.38791 0.74335 0.38608
H 3.60015 3.18868 1.26020
H 2.47301 5.32590 1.88956
H -0.01009 5.47545 1.69165
H -1.26920 3.49686 0.88038
O -4.48733 1.41777 0.93961
B -3.38182 0.64143 1.02501
O -2.46669 0.94868 0.00818
C -3.07887 1.97368 -0.74475
C -2.60776 2.61468 -1.86332
C -3.45465 3.58834 -2.38766
C -4.68931 3.87276 -1.80772
C -5.14616 3.20072 -0.67710
C -4.30105 2.24327 -0.16797
H -1.65349 2.37410 -2.31308
H -3.14746 4.13111 -3.27051
H -5.31396 4.63579 -2.25065
H -6.10452 3.41381 -0.22567
C -6.11454 -2.02014 2.73646
N -5.14188 -2.55732 1.78858
C -3.90639 -2.11898 1.54555
Se -3.01600 -0.69685 2.44480
N -3.33576 -2.89172 0.62069
C -4.23225 -3.87431 0.22431
C -4.13354 -4.90838 -0.70158
C -5.24386 -5.71353 -0.83026
C -6.40928 -5.50223 -0.07014
C -6.50610 -4.47735 0.84562
C -5.38388 -3.66351 0.97413
H -5.70067 -1.13910 3.21584
H -6.33804 -2.77536 3.48715
H -7.02218 -1.75281 2.19965
H -2.39521 -2.74422 0.25980
H -3.23728 -5.07266 -1.28321
H -5.22204 -6.53441 -1.53338
H -7.25094 -6.16611 -0.20978
H -7.40248 -4.32073 1.42900
*
```

=====

Entry 5:
Formula: C22H20BrCsIN3NaO7S
Source: the Open Molecules 2025 dataset
Level of theory: wB97M-V/def2-TZVPD

HOMO level: -0.0438 Eh
E: -135881.859 eV
LUMO energy: 0.3 eV
strongest force on any atom: 5.9 eV/Å

Geometry as ORCA input:
```
! wB97M-V def2-TZVPD RIJCOSX def2/J DEFGRID3
* xyz -1 1
O 5.36536 -5.14484 2.36969
C 4.90981 -4.36539 1.66045
N 4.42719 -3.54755 0.90262
C 4.41277 -2.23061 1.56568
C 5.53963 -1.43095 1.49456
C 5.53912 -0.20587 2.12831
C 4.41442 0.21744 2.81455
C 3.30397 -0.60368 2.86033
C 3.26975 -1.84343 2.24796
N 2.14477 -2.70398 2.30050
C 0.90387 -2.05100 2.07424
C -0.05691 -2.62390 1.26175
I 0.32875 -4.56909 0.34820
C -1.24292 -1.97900 1.00891
C -1.50949 -0.73367 1.55250
C -0.57879 -0.14540 2.39676
C 0.60378 -0.82382 2.64076
S 1.83142 -0.09200 3.71139
H 6.38598 -1.79810 0.92672
H 6.37762 0.47346 2.10013
H 4.38982 1.17932 3.30230
H 2.13445 -3.27209 3.14048
H -1.97936 -2.43728 0.36218
H -2.42054 -0.19983 1.33444
H -0.72878 0.82368 2.84494
Na 7.49933 -1.55252 3.38197
Br 7.82574 1.54880 3.92781
C -0.76358 -1.36643 -4.38370
C -2.15455 -1.22823 -3.82810
C -2.34473 -0.07350 -2.88092
O -3.38895 -0.57822 -2.01295
C -3.31454 -1.91381 -2.00856
O -3.89619 -2.63699 -1.25935
O -2.46418 -2.35563 -2.97512
H -0.44632 -0.48859 -4.94375
H -0.07253 -1.52245 -3.55743
H -0.71717 -2.23469 -5.04628
H -2.88827 -1.21233 -4.63843
H -2.64138 0.85903 -3.34951
H -1.45896 0.12439 -2.27320
Cs 0.32822 -4.66828 -2.43086
C -5.34152 3.70459 -1.19163
C -4.06766 3.75383 -0.34907
C -2.87230 4.35898 -1.08642
C -2.52754 3.56912 -2.25490
N -2.26794 2.86965 -3.12637
H -5.21311 3.07145 -2.07214
H -6.17124 3.29274 -0.61291
H -5.62947 4.70364 -1.52915
H -3.81160 2.74549 -0.02125
H -4.25377 4.34423 0.54886
H -1.99423 4.37195 -0.42543
H -3.09007 5.38347 -1.39900
C 0.28004 3.37613 0.46103
O 1.26070 2.63023 0.72100
O -0.90735 3.14829 0.92535
O 0.37168 4.41469 -0.30068
*
```

=====

Entry 6:
Formula: C22H20BrFN4O4Pt
Source: the Open Molecules 2025 dataset
Level of theory: wB97M-V/def2-TZVPD

HOMO level: -0.2917 Eh
E: -113296.694 eV
LUMO energy: 0.1 eV
energy relative to the best compared isomer or geometry (same formula, charge and spin): 0.0 kJ/mol
strongest force on any atom: 0.5 eV/Å

Geometry as ORCA input:
```
! wB97M-V def2-TZVPD RIJCOSX def2/J DEFGRID3
* xyz 0 1
Pt 0.41000 0.08590 0.46721
Br 2.77563 -0.23034 0.85675
C 2.57432 -1.62701 2.15159
C 3.67300 -2.23613 2.66691
C 3.47143 -3.24327 3.63412
C 2.20777 -3.56362 4.03842
C 1.07082 -2.91599 3.49671
C -0.24346 -3.22254 3.92495
C -1.30564 -2.55804 3.38636
C -1.12287 -1.58802 2.37421
C 0.12224 -1.27481 1.88897
C 1.24338 -1.92691 2.49645
H 4.66965 -1.96423 2.34784
H 4.32860 -3.75393 4.05108
H 2.05454 -4.33133 4.78696
H -0.38330 -3.97779 4.68888
H -2.31241 -2.78320 3.71460
H -1.99676 -1.10497 1.96029
N 0.61458 1.55693 -1.08443
C 0.29283 2.65151 -1.28124
N -0.13580 3.86463 -1.48257
C 0.79862 4.98594 -1.64233
C 0.76597 5.49932 -3.07729
C -0.68329 5.64268 -3.59941
C -1.71696 5.42877 -2.49522
C -1.55720 4.05652 -1.86021
H 1.79138 4.64034 -1.36089
H 0.51560 5.76735 -0.93558
H 1.32486 4.80931 -3.71094
H 1.29156 6.45484 -3.11212
H -0.86321 4.90952 -4.38855
H -0.82694 6.62347 -4.05189
H -2.72802 5.49963 -2.89633
H -1.63100 6.20787 -1.73413
H -1.83388 3.27480 -2.57002
H -2.18373 3.94139 -0.97562
F 2.37647 -3.30339 -1.35388
C 1.11341 -3.35396 -0.90615
C 0.19023 -2.49910 -1.35458
N -1.11229 -2.51928 -0.91224
C -2.08926 -1.56396 -1.41173
C -2.35355 -0.21088 -0.71289
O -3.39150 0.31923 -1.05814
O -1.55240 0.34599 0.14485
C -1.52809 -3.43310 0.03882
O -2.66233 -3.48523 0.45988
N -0.54336 -4.30535 0.46614
C 0.80060 -4.34584 0.11073
O 1.57359 -5.13526 0.60441
H 0.42799 -1.76820 -2.11470
H -3.05579 -2.05877 -1.41648
H -1.83283 -1.33222 -2.44633
H -0.83319 -4.94929 1.18879
*
```

=====

Entry 7:
Formula: C22H20BrN3O3
Source: the Open Molecules 2025 dataset
Level of theory: wB97M-V/def2-TZVPD

HOMO level: -0.3165 Eh
E: -103794.586 eV
LUMO energy: -0.3 eV
energy relative to the best compared isomer or geometry (same formula, charge and spin): 0.0 kJ/mol
strongest force on any atom: 0.7 eV/Å
SMILES: O=C(c1cc(-c2cccnc2)nc2ccc(Br)cc12)N1CCC2(CC1)OCCO2

Geometry as ORCA input:
```
! wB97M-V def2-TZVPD RIJCOSX def2/J DEFGRID3
* xyz 0 1
O -0.29891 0.79170 2.88391
C -0.14411 0.81885 1.67794
N -0.68635 1.76232 0.88010
C -0.59265 1.75559 -0.56441
C -1.88020 2.29817 -1.19012
H -1.96814 1.93951 -2.21548
H -1.89483 3.38737 -1.20548
C -3.09774 1.82207 -0.38131
C -3.03374 2.40061 1.04874
C -1.59301 2.73851 1.44332
H -1.47512 2.70964 2.52788
H -1.31052 3.73037 1.07927
H -3.44551 1.65762 1.73304
H -3.66038 3.29113 1.08456
O -3.09859 0.40524 -0.37320
C -4.41012 -0.03455 -0.65340
H -4.98500 -0.14948 0.27476
C -4.96659 1.10323 -1.50902
H -4.70820 0.96556 -2.56745
O -4.30860 2.23881 -0.98738
H -6.04102 1.24928 -1.40483
H -4.34985 -0.99081 -1.17080
H -0.43040 0.73053 -0.90424
H 0.26095 2.36661 -0.88837
C 0.73098 -0.19276 0.99331
C 2.06619 0.04939 0.80896
C 2.88433 -0.95723 0.24020
N 2.40537 -2.11895 -0.14171
C 1.10234 -2.38835 0.03434
C 0.61098 -3.64771 -0.37493
C -0.70868 -3.96180 -0.21803
C -1.58052 -3.02381 0.35693
C -1.15333 -1.79452 0.77390
C 0.20227 -1.45341 0.61663
H -1.83576 -1.08114 1.20800
Br -3.41469 -3.49203 0.54658
H -1.09199 -4.92202 -0.52864
H 1.30607 -4.34788 -0.81018
C 4.32060 -0.74436 0.03240
C 4.99783 -1.46497 -0.95285
C 6.35124 -1.25305 -1.13454
C 6.98542 -0.32018 -0.32543
N 6.36194 0.35218 0.62676
C 5.07237 0.14215 0.80567
H 4.62702 0.69606 1.62161
H 8.03943 -0.10217 -0.43634
H 6.90324 -1.79306 -1.88820
H 4.44710 -2.17173 -1.55460
H 2.48886 1.00348 1.08213
*
```

=====

Entry 8:
Formula: C22H20Cl5IrN4O6
Source: the Open Molecules 2025 dataset
Level of theory: wB97M-V/def2-TZVPD

HOMO level (alpha / beta): -0.4434 / -0.4418 Eh
E: -106826.419 eV
LUMO energy (alpha / beta): -3.2 / -6.5 eV
energy relative to the best compared isomer or geometry (same formula, charge and spin): 0.0 kJ/mol
strongest force on any atom: 1.0 eV/Å

Geometry as ORCA input:
```
! wB97M-V def2-TZVPD RIJCOSX def2/J DEFGRID3
* xyz 1 2
Ir 0.21865 -0.06236 0.77554
Cl -2.32320 0.26522 3.07614
C -1.09538 -0.94139 3.38290
C -0.03557 -1.21040 2.45585
C 0.80681 -2.28882 2.86527
Cl 2.06842 -2.89496 1.86949
C 0.63744 -2.98508 4.06237
Cl 1.67304 -4.28367 4.47826
C -0.38914 -2.64176 4.93239
Cl -0.59389 -3.47701 6.40037
C -1.27063 -1.61792 4.57987
Cl -2.56177 -1.23392 5.64210
N -0.01600 1.66108 1.88548
C 1.09346 2.65128 1.66376
C 1.12986 3.20599 0.24155
C 1.40548 2.08671 -0.78213
O 2.41235 2.04066 -1.43890
O 0.41544 1.19599 -0.80057
H -0.91749 2.10040 1.71753
H -0.01344 1.42012 2.87443
H 2.02265 2.13885 1.90812
H 0.94761 3.46450 2.37566
H 1.90639 3.96674 0.19204
H 0.17411 3.68388 0.01341
N -1.71332 -0.21721 0.22085
C -2.70935 0.04027 -0.31008
N -3.80895 0.31123 -0.92909
C -4.90618 1.04851 -0.27032
C -5.33996 2.20639 -1.15451
C -5.67597 1.71853 -2.56204
C -4.48893 0.98473 -3.18176
C -4.04921 -0.17631 -2.30589
H -4.55621 1.38245 0.70524
H -5.73193 0.34953 -0.11454
H -4.53464 2.94491 -1.19963
H -6.20139 2.69184 -0.69440
H -5.96651 2.55981 -3.19034
H -6.53896 1.04617 -2.51761
H -3.64879 1.67224 -3.31149
H -4.74454 0.59650 -4.16822
H -3.13145 -0.63721 -2.66537
H -4.82672 -0.94259 -2.25332
O 1.15377 -1.39091 -0.51790
C 2.27538 -0.88865 -0.19390
O 2.23433 -0.06221 0.80442
C 3.52372 -1.20451 -0.88072
C 4.71174 -0.62709 -0.44371
C 5.89263 -0.92407 -1.09809
C 5.84358 -1.78867 -2.17455
C 4.67535 -2.36919 -2.62947
C 3.49737 -2.07120 -1.96919
N 7.11001 -2.10704 -2.87996
O 7.03408 -2.81579 -3.85801
O 8.12220 -1.59845 -2.45364
H 4.70470 0.05372 0.39564
H 6.83794 -0.49987 -0.79471
H 4.70259 -3.03265 -3.48081
H 2.55843 -2.49733 -2.29380
*
```